16
Properties=species:S:1:pos:R:3:mulliken_charge:R:1 method="wB97M-V/def2-TZVPD" largest_force_ev_per_a=1.8 spin_multiplicity=1 smiles="CBC1C=CC=C1" total_energy_ha=-258.81935
H -2.97080 1.64552 -0.56543 0.432
C 2.22382 0.35562 -0.38182 -0.840
C -1.14351 1.18364 0.49011 -0.674
C -2.25101 0.92585 -0.21545 -0.334
H 1.43122 -1.61747 0.66394 -0.090
C -1.31654 -1.11016 0.16184 -0.680
H -1.13502 -2.16814 0.20623 0.404
H 2.10204 1.43002 -0.27490 0.297
H -3.18197 -0.96270 -0.93045 0.429
C -0.37795 -0.09726 0.75158 0.146
H -0.76995 2.14870 0.78670 0.396
H -0.36023 -0.23425 1.84322 0.176
B 1.16259 -0.51892 0.35173 0.200
H 2.14524 0.13548 -1.44913 0.309
C -2.36005 -0.49649 -0.41734 -0.433
H 3.23979 0.08801 -0.08972 0.264